{
  "formula": "C5H15N3",
  "method": "wB97M-V/def2-TZVPD",
  "orbital_gap_ev": 8.40,
  "smiles": "C[C@@H](N)C[C@@H](N)CN",
  "de_lowest_kcal_mol": 61.7,
  "homo_energy_ha": -0.2683,
  "species": ["N", "N", "N", "C", "C", "C", "C", "C", "H", "H", "H", "H", "H", "H", "H", "H", "H", "H", "H", "H", "H", "H", "H"],
  "xyz": [[0.8576, -1.7355, 0.0029], [3.3667, 0.5803, 0.4976], [-1.9247, -1.2970, -0.2777], [-0.0493, 0.5584, -0.1881], [2.3150, 0.5002, -0.4903], [0.9325, -0.3839, 0.3466], [-1.6640, -0.0452, 0.4286], [-2.7215, 1.0272, 0.2161], [0.3681, -2.2981, 0.6871], [2.1646, 1.4811, -0.9520], [1.1256, -0.2480, 1.4115], [-3.7306, 0.6779, 0.4678], [-2.5092, 1.9039, 0.8283], [-2.0753, -1.1062, -1.2648], [-0.2309, 0.4747, -1.2568], [-2.7359, 1.3527, -0.8284], [3.8958, -0.2872, 0.5290], [3.9745, 1.3658, 0.2935], [-2.7766, -1.7463, 0.0534], [-1.5612, -0.2796, 1.4922], [0.0661, 1.5658, 0.1953], [2.5587, -0.1833, -1.3128], [0.3544, -1.8778, -0.8790]],
  "forces_ev_per_a": [[0.318, -1.287, -0.966], [0.450, 0.405, -0.069], [-0.368, 0.016, -0.159], [-5.745, -1.852, 2.183], [-0.536, -2.821, 1.415], [3.122, 3.453, -1.827], [2.037, 1.221, -1.283], [0.039, 0.005, 0.039], [0.045, 0.216, -0.005], [-0.730, -0.109, 0.540], [0.100, 0.063, -0.182], [0.114, -0.034, 0.008], [-0.007, 0.071, 0.034], [-0.034, -0.001, 0.052], [0.369, 0.281, -0.203], [-0.005, -0.046, 0.004], [0.015, 0.357, 0.058], [0.271, -0.331, 0.134], [0.077, 0.164, 0.018], [0.206, 0.106, -0.076], [0.027, 0.097, -0.247], [-0.050, -0.067, -0.070], [0.285, 0.093, 0.601]]
}

{
  "formula": "C20H39OPSi",
  "method": "wB97M-V/def2-TZVPD",
  "orbital_gap_ev": 8.71,
  "smiles": "COCCC[PH3]CCCCCCCC[Si](C)(C)c1ccccc1",
  "homo_energy_ha": -0.2866,
  "species": ["P", "Si", "O", "C", "C", "C", "C", "C", "C", "C", "C", "C", "C", "C", "C", "C", "C", "C", "C", "C", "C", "C", "C", "H", "H", "H", "H", "H", "H", "H", "H", "H", "H", "H", "H", "H", "H", "H", "H", "H", "H", "H", "H", "H", "H", "H", "H", "H", "H", "H", "H", "H", "H", "H", "H", "H", "H", "H", "H", "H", "H", "H"],
  "xyz": [[-2.2637, 2.7898, 4.2395], [1.1158, -3.6732, -2.8432], [-0.9555, 5.0105, 2.4944], [-3.2320, 4.4049, 3.9039], [1.1156, -4.6879, -6.9035], [2.0456, -5.2428, -2.3736], [1.5271, -0.4142, 0.8108], [0.7343, -1.2593, -0.2039], [-2.5009, 5.7120, 4.2115], [0.3320, -2.5250, -5.3355], [-0.0549, 1.0706, 3.6545], [-0.3544, 0.5042, 2.2743], [-1.2862, 1.1818, 4.5670], [2.0464, -2.1591, -2.2221], [-0.6280, -3.8255, -2.1284], [0.5337, -3.5694, -7.4969], [0.1406, -2.4850, -6.7144], [1.3089, -4.7265, -5.5216], [1.1593, -1.0244, -1.6605], [0.3910, 4.8132, 2.1268], [-1.0766, 5.7929, 3.6596], [0.7441, 0.8237, 1.2388], [0.9157, -3.6463, -4.7237], [-2.0643, 2.6064, 2.8398], [0.6694, 0.4126, 4.1330], [-3.5933, 4.3729, 2.8788], [0.4327, 4.0628, 1.3485], [2.1240, -5.3181, -1.2919], [2.4928, -0.1495, 0.3884], [0.2824, -0.9140, -2.2952], [-0.3106, -1.6172, -7.1705], [1.4190, 1.5534, 1.6820], [1.4254, -5.5344, -7.4976], [-0.8428, 6.8350, 3.4197], [1.7036, -0.0850, -1.7102], [2.7088, -1.7490, -2.9814], [0.3204, 1.3052, 0.3578], [0.8192, -2.3140, 0.0429], [0.0287, -1.6807, -4.7312], [-0.4462, -0.5777, 2.3471], [0.8245, 5.7509, 1.7736], [-3.0723, 6.5261, 3.7716], [0.4162, 2.0540, 3.5925], [2.6971, -2.4993, -1.4139], [-0.3224, -1.0139, -0.1076], [-2.4591, 5.8882, 5.2828], [1.6849, -1.0200, 1.7005], [3.0444, -5.2970, -2.7982], [-1.3167, 3.4953, 5.0401], [1.4649, -6.0942, -2.7205], [-0.8512, -4.8834, -2.0222], [-0.9528, 1.1414, 5.6048], [-3.3815, 2.2327, 4.9312], [1.7660, -5.5879, -5.0619], [-1.9387, 0.3243, 4.3878], [0.9912, 4.4587, 2.9686], [-0.3594, 5.4908, 4.4255], [-0.7875, -3.2969, -1.1959], [-4.1178, 4.3724, 4.5407], [-1.3332, -3.4283, -2.8555], [0.3890, -3.5455, -8.5652], [-1.3131, 0.8576, 1.9074]],
  "forces_ev_per_a": [[0.131, -0.179, 0.143], [0.004, -0.412, -0.096], [0.060, -0.432, 0.147], [-0.021, -0.179, 0.491], [-0.048, 0.219, 0.328], [-0.234, 0.348, -0.115], [-0.541, -0.282, -0.048], [-0.004, 0.243, -0.079], [0.075, -0.037, -0.681], [0.182, -0.494, -0.362], [-0.351, -0.202, 0.517], [0.183, 0.209, -0.516], [0.266, -0.106, -0.485], [-0.170, 0.330, 0.376], [0.290, 0.274, -0.425], [0.087, -0.124, 0.328], [0.169, -0.284, 0.270], [-0.311, 0.630, -0.294], [0.050, -0.371, -0.061], [-0.049, 0.246, 0.099], [-0.222, 0.418, 0.116], [0.139, 0.049, 0.142], [0.061, 0.161, 0.229], [-0.067, -0.003, 0.068], [0.287, 0.054, 0.032], [0.090, 0.062, -0.218], [-0.087, -0.066, -0.241], [0.044, -0.010, 0.169], [0.209, 0.005, 0.014], [-0.154, 0.123, -0.080], [-0.042, 0.083, -0.089], [0.174, 0.111, 0.019], [-0.004, -0.030, -0.169], [0.102, 0.121, 0.005], [0.028, 0.225, -0.079], [0.054, -0.155, -0.275], [-0.074, 0.051, -0.129], [0.062, -0.199, -0.024], [-0.056, 0.111, 0.047], [-0.153, -0.185, 0.114], [0.147, 0.054, -0.127], [-0.160, 0.178, 0.097], [0.099, 0.162, -0.190], [0.175, -0.048, 0.063], [-0.166, -0.022, 0.145], [-0.008, 0.011, 0.192], [0.326, -0.012, 0.173], [0.132, -0.016, -0.053], [0.056, 0.076, -0.021], [0.015, -0.219, -0.042], [-0.099, -0.132, 0.186], [-0.219, 0.116, 0.210], [-0.072, 0.042, -0.086], [0.072, -0.177, -0.001], [-0.144, -0.091, 0.057], [0.004, -0.039, 0.157], [0.195, -0.290, -0.049], [-0.009, -0.101, 0.233], [-0.137, -0.035, 0.053], [-0.142, 0.087, -0.060], [-0.030, 0.016, -0.149], [-0.198, 0.116, 0.023]]
}

{
  "formula": "C2H2N2O2",
  "method": "wB97M-V/def2-TZVPD",
  "orbital_gap_ev": [9.37, 9.37],
  "smiles": "C=[N+]([O-])OC#N",
  "de_lowest_kcal_mol": 159.3,
  "homo_energy_ha": [-0.3819, -0.3820],
  "species": ["O", "O", "N", "N", "C", "C", "H", "H"],
  "xyz": [[-0.3097, -0.9969, 1.2880], [0.6716, 0.9590, 0.1071], [-0.4790, -0.1315, 0.4156], [2.7289, -0.4029, 0.8091], [-1.2702, -0.0463, -0.7579], [1.7768, 0.2194, 0.3745], [-0.7599, 0.7806, -1.2139], [-2.3585, -0.3814, -1.0224]],
  "forces_ev_per_a": [[-0.327, 3.231, -2.054], [2.502, -2.949, 1.405], [-3.478, -3.491, -2.557], [-5.053, 3.230, -2.652], [1.323, 0.736, 3.396], [3.423, -1.040, 2.301], [-0.899, 0.125, -1.154], [2.509, 0.160, 1.315]]
}

{
  "formula": "H12O6",
  "method": "wB97M-V/def2-TZVPD",
  "orbital_gap_ev": 10.42,
  "smiles": "O.O.O.O.O.O",
  "de_lowest_kcal_mol": 40.8,
  "homo_energy_ha": -0.3898,
  "species": ["O", "O", "O", "O", "O", "O", "H", "H", "H", "H", "H", "H", "H", "H", "H", "H", "H", "H"],
  "xyz": [[-18.6402, -12.2399, 7.3135], [-19.4722, -6.8718, 10.7806], [-17.7673, -9.9706, 10.4057], [-18.1365, -6.7195, 7.7301], [-19.3981, -9.4079, 8.3044], [-19.5055, -10.1769, 5.7340], [-19.5412, -10.1495, 6.6627], [-17.2146, -10.3780, 9.7564], [-17.4643, -9.1006, 10.6163], [-17.2109, -6.7785, 8.0043], [-18.8344, -9.4442, 9.1142], [-18.2678, -12.9938, 7.7900], [-20.2239, -9.7267, 8.7207], [-18.1299, -11.6240, 7.8257], [-19.1182, -7.1796, 9.9227], [-19.4643, -11.0648, 5.5068], [-18.3910, -7.5946, 7.5474], [-20.2586, -6.5048, 10.4186]],
  "forces_ev_per_a": [[0.593, -1.039, 0.766], [1.075, -0.888, -0.756], [-1.278, -0.615, 0.455], [0.901, 1.752, 0.825], [-0.426, -0.131, 1.537], [-0.184, 2.519, -1.714], [0.025, 0.114, 1.779], [0.973, -0.081, -0.379], [0.694, 0.790, 0.236], [-0.230, 0.149, -0.187], [-0.087, -0.063, -0.545], [-0.589, -0.919, -0.565], [0.171, 0.277, -0.677], [-0.006, 1.626, -0.150], [0.407, 0.136, 0.459], [0.163, -2.488, -0.609], [-0.770, -1.971, -0.595], [-1.431, 0.832, 0.121]]
}

> Number 4 is which compound?

H12O6